Arrangement 1

Here is 2 unconnected molecules or ions with the total composition CH5N2O from the OMol25 dataset. Energies are from wB97M-V/def2-TZVPD.

The geometry in XYZ format:
```
9
Properties=species:S:1:pos:R:3:nbo_charge:R:1
O -1.38 -1.43 -0.30 -0.418
N -0.41 -0.68 -0.59 0.055
N 1.77 0.40 -0.38 -0.802
C 0.64 -0.24 -0.40 0.663
H -1.62 0.84 1.37 0.018
H 1.99 1.01 0.42 0.462
H -2.33 -1.15 -0.49 0.553
H -0.97 0.58 1.66 -0.019
H 2.32 0.68 -1.29 0.485
```

Multiplicity ... 1
LUMO energy ... -4.680 eV
Gap between HOMO and LUMO ... 11.8 eV
Total charge ... +1

Arrangement 2

Here is 2 unconnected molecules or ions with the total composition CH5N2O from the OMol25 dataset. Energies are from wB97M-V/def2-TZVPD.

The geometry in XYZ format:
```
9
Properties=species:S:1:pos:R:3:nbo_charge:R:1
O -1.21 -1.54 0.35 0.058
N -0.50 -0.63 0.29 0.464
N 0.29 0.39 -1.88 -0.554
C 0.03 0.24 1.24 -0.588
H 0.33 1.10 0.62 0.308
H 0.80 -0.23 2.00 0.352
H -0.08 0.29 -2.84 0.344
H -0.69 0.58 1.99 0.316
H 1.02 -0.21 -1.77 0.300
```

Multiplicity ... 1
LUMO energy (spin up / spin down) ... -8.124 / -7.948 eV
Gap between HOMO and LUMO (spin up / spin down) ... 8.1 / 8.1 eV
Total charge ... +1

Short version: arrangement 1 is the most stable of them.

Arrangement 1

Here is a single CH4N3P molecule from the OMol25 dataset. Energies are from wB97M-V/def2-TZVPD.

The geometry in XYZ format:
```
9
Properties=species:S:1:pos:R:3:nbo_charge:R:1
P 0.85 -1.59 -1.38 0.266
N -0.79 0.59 0.26 -0.221
N 1.15 -0.15 -0.55 -0.546
N 0.46 0.63 0.21 -0.086
C -1.62 0.61 1.18 -0.090
H 1.97 -1.66 -2.04 -0.083
H -1.42 0.32 2.21 0.159
H -2.68 0.92 1.01 0.184
H 2.08 0.34 -0.89 0.416
```

Multiplicity ... 1
LUMO energy (spin up / spin down) ... -0.222 / -0.031 eV
Gap between HOMO and LUMO (spin up / spin down) ... 7.1 / 7.3 eV

Arrangement 2

Here is 3 unconnected molecules or ions with the total composition CH4N3P from the OMol25 dataset. Energies are from wB97M-V/def2-TZVPD.

The geometry in XYZ format:
```
9
Properties=species:S:1:pos:R:3:nbo_charge:R:1
P -0.15 -0.08 -1.80 0.707
N 1.35 0.55 -1.48 -0.656
N 1.38 1.88 -1.29 -0.038
N 0.22 2.36 -1.32 -0.234
C -0.72 1.53 -1.62 -0.422
H -1.66 1.90 -1.78 0.218
H 2.26 0.16 -1.36 0.426
H -0.20 -1.22 2.21 0.004
H 0.19 -0.55 1.82 -0.004
```

Multiplicity ... 1
LUMO energy ... 0.364 eV
Gap between HOMO and LUMO ... 10.0 eV

Arrangement 3

Here is a single CH4N3P molecule from the OMol25 dataset. Energies are from wB97M-V/def2-TZVPD.

The geometry in XYZ format:
```
9
Properties=species:S:1:pos:R:3:nbo_charge:R:1
P -0.87 0.26 0.94 0.650
N 0.98 -0.09 -0.93 -0.171
N 0.60 -1.19 -0.60 0.050
N -0.53 -1.31 0.17 -0.746
C 0.19 1.01 -0.43 -0.571
H 0.26 0.21 1.71 -0.086
H 0.82 1.78 -0.08 0.233
H -0.39 1.44 -1.22 0.222
H -1.06 -2.10 0.44 0.418
```

Multiplicity ... 1
LUMO energy ... 1.030 eV
SMILES ... C1N=NNP1
Gap between HOMO and LUMO ... 10.4 eV

Short version: arrangement 3 is the most stable of them.

Arrangement 1

Here is a molecular structure, C3H4BrNO from the OMol25 dataset. Energies are from wB97M-V/def2-TZVPD.

The geometry in XYZ format:
```
10
Properties=species:S:1:pos:R:3:nbo_charge:R:1
Br -3.61 -0.08 0.06 0.091
O -1.08 -0.98 -0.35 -0.504
N -1.15 1.33 -0.10 -0.421
C -1.73 0.07 0.23 0.271
C 0.05 0.91 -0.33 0.112
C 0.25 -0.54 -0.43 -0.160
H 0.71 -0.87 0.44 0.214
H 0.82 -0.95 -1.25 0.227
H -1.63 -0.08 2.17 -0.039
H 0.75 1.71 -0.57 0.208
```

Multiplicity ... 1
LUMO energy (spin up / spin down) ... -0.423 / -0.423 eV
Gap between HOMO and LUMO (spin up / spin down) ... 8.4 / 8.4 eV

Arrangement 2

Here is 2 unconnected molecules or ions with the total composition C3H4BrNO from the OMol25 dataset. Energies are from wB97M-V/def2-TZVPD.

The geometry in XYZ format:
```
10
Properties=species:S:1:pos:R:3:nbo_charge:R:1
Br 2.62 2.43 0.04 0.193
O -1.13 -1.48 -0.55 -0.507
N -0.74 -1.25 0.64 -0.013
C 1.21 0.75 -2.01 -0.214
C 1.69 1.61 -1.26 -0.230
C -1.47 -0.57 1.53 -0.227
H 0.97 0.28 -2.93 0.248
H -1.02 -0.13 2.49 0.197
H -2.28 -0.11 1.12 0.193
H 0.14 -1.53 0.93 0.360
```

Multiplicity ... 1
LUMO energy ... 0.473 eV
SMILES ... C=[NH+][O-].C#CBr
Gap between HOMO and LUMO ... 9.5 eV

Short version: arrangement 1 is the most stable of them.

Arrangement 1

Here is a molecular structure, C3H5FOS from the OMol25 dataset. Energies are from wB97M-V/def2-TZVPD.

The geometry in XYZ format:
```
11
Properties=species:S:1:pos:R:3:nbo_charge:R:1
S -1.61 -1.03 -0.22 -0.005
F 2.47 -0.51 -0.60 -0.330
O -1.10 1.57 -0.12 -0.551
C 0.39 -0.38 0.43 -0.591
C 1.62 0.07 0.25 0.299
C -0.98 0.55 -0.74 0.247
H 2.06 0.92 0.76 0.167
H 0.02 -1.24 -0.12 0.215
H -2.15 -0.56 0.92 0.152
H -0.46 0.47 -1.71 0.160
H -0.27 0.12 1.14 0.237
```

Multiplicity ... 1
LUMO energy ... 0.018 eV
Gap between HOMO and LUMO ... 8.4 eV

Arrangement 2

Here is a single C3H5FOS molecule from the OMol25 dataset. Energies are from wB97M-V/def2-TZVPD.

The geometry in XYZ format:
```
11
Properties=species:S:1:pos:R:3:nbo_charge:R:1
S 0.27 -0.18 -2.07 0.060
F -1.18 -1.24 0.41 -0.374
O 1.30 1.25 0.94 -0.508
C 0.38 0.60 0.46 0.535
C -0.26 0.93 -0.85 -0.678
C -0.01 -0.72 1.04 -0.083
H -0.21 -0.72 2.16 0.221
H 0.81 -1.50 0.90 0.213
H -1.39 0.81 -0.63 0.241
H 0.28 -1.20 -1.22 0.113
H 0.00 1.97 -1.13 0.261
```

Multiplicity ... 1
LUMO energy ... 0.537 eV
SMILES ... O=C(CF)CS
Gap between HOMO and LUMO ... 9.8 eV

Short version: arrangement 2 is the most stable of them.